Entry from the OMol25 dataset: an isolated ion of composition CH4N3 and charge +1 at a distorted geometry (ωB97M-V with the def2-TZVPD basis set).

- total charge = +1
- SMILES = [NH3+]N1C=N1
- energy relative to the best compared isomer or geometry (same formula, charge and spin) (eV) = 4.740
- Kohn-Sham gap (eV) = 11.2844

Element x y z (Å)
N: -0.43 0.40 -0.07
N: 0.97 0.36 -0.67
C: 1.69 -0.59 -0.06
N: 1.98 0.59 0.32
H: -0.70 0.19 0.97
H: -1.01 -0.04 -0.83
H: -0.68 1.49 -0.08
H: 1.79 -1.65 -0.07

Mulliken population analysis, charges in e, atoms 1 to 2: -0.420 -0.150

=====

Entry from the OMol25 dataset: one molecule with the formula C30H33F13IN3O2S (ωB97M-V with the def2-TZVPD basis set).

- total charge = 0
- SMILES = CCOCCCCCc1c(CCC(F)(F)C(F)(F)C(F)(F)C(F)(F)S(F)(F)(F)(F)F)c(-c2cccnc2)c(CCCCO)c2nc(I)cnc12
- Kohn-Sham gap (eV) = 8.4238

Element x y z (Å)
C: -7.26 2.69 -1.61
C: -7.17 1.37 -2.37
O: -6.39 0.39 -1.70
C: -5.00 0.65 -1.75
C: -4.34 0.07 -3.01
C: -3.37 -1.08 -2.76
C: -2.17 -0.72 -1.88
C: -0.96 -0.18 -2.69
C: 0.36 -0.67 -2.17
C: 1.26 0.12 -1.52
C: 0.90 1.56 -1.25
C: -0.24 1.67 -0.21
C: -0.04 2.75 0.82
F: 1.25 2.82 1.25
F: -0.33 3.97 0.28
C: -0.96 2.59 2.07
F: -1.19 3.79 2.65
F: -2.15 2.10 1.64
C: -0.43 1.59 3.16
F: 0.24 0.61 2.51
F: -1.50 1.04 3.77
C: 0.43 2.28 4.28
F: 1.20 3.22 3.75
F: -0.43 2.85 5.12
S: 1.58 1.12 5.29
F: 0.60 -0.10 5.04
F: 0.84 1.43 6.64
F: 2.58 2.31 5.57
F: 2.37 0.79 3.95
F: 2.55 0.15 6.06
C: 2.49 -0.42 -1.04
C: 3.44 0.49 -0.34
C: 3.24 0.93 0.96
C: 4.17 1.77 1.54
C: 5.28 2.14 0.79
N: 5.50 1.73 -0.46
C: 4.59 0.92 -1.00
C: 2.80 -1.74 -1.19
C: 4.02 -2.39 -0.58
C: 3.65 -3.22 0.65
C: 3.04 -2.39 1.80
C: 1.70 -2.89 2.32
O: 0.67 -2.16 1.65
C: 1.89 -2.55 -1.89
N: 2.20 -3.87 -2.10
C: 1.35 -4.57 -2.76
I: 1.78 -6.60 -3.08
C: 0.14 -4.05 -3.28
N: -0.18 -2.81 -3.10
C: 0.69 -2.02 -2.39
H: -7.23 2.48 -0.54
H: -6.45 3.36 -1.86
H: -8.20 3.19 -1.84
H: -6.78 1.53 -3.38
H: -8.16 0.93 -2.48
H: -4.79 1.72 -1.67
H: -4.58 0.18 -0.85
H: -3.85 0.86 -3.58
H: -5.17 -0.29 -3.63
H: -3.93 -1.91 -2.30
H: -3.01 -1.46 -3.71
H: -1.85 -1.61 -1.34
H: -2.45 0.04 -1.15
H: -1.05 -0.51 -3.72
H: -1.00 0.90 -2.71
H: 1.78 2.12 -0.94
H: 0.56 2.02 -2.18
H: -1.17 1.91 -0.71
H: -0.39 0.71 0.27
H: 2.36 0.60 1.50
H: 4.05 2.14 2.55
H: 6.02 2.80 1.22
H: 4.78 0.58 -2.01
H: 4.44 -3.07 -1.32
H: 4.75 -1.64 -0.31
H: 2.94 -3.99 0.35
H: 4.54 -3.73 1.00
H: 2.85 -1.37 1.46
H: 3.74 -2.30 2.63
H: 1.63 -2.72 3.40
H: 1.59 -3.96 2.12
H: -0.16 -2.30 2.12
H: -0.53 -4.68 -3.85

Mulliken population analysis, charges in e, atoms 1 to 2: -1.152 -0.232

=====

Entry from the OMol25 dataset: one molecule with the formula C2H4F2O at a distorted geometry (ωB97M-V with the def2-TZVPD basis set).

- total charge = 0
- SMILES = OCC(F)F
- energy relative to the best compared isomer or geometry (same formula, charge and spin) (eV) = 0.730
- Kohn-Sham gap (eV) = 11.8390

Element x y z (Å)
O: -1.45 -0.67 -0.65
C: -0.42 0.30 -0.48
C: 0.58 0.11 0.65
F: 1.61 1.02 0.51
F: 1.02 -1.10 0.54
H: -0.89 -1.43 -0.44
H: 0.27 0.22 -1.34
H: -0.82 1.32 -0.44
H: 0.10 0.25 1.64

Mulliken population analysis, charges in e, atoms 1 to 2: -0.469 -0.522

=====

Entry from the OMol25 dataset: C7H12N2 as an isolated structure at a distorted geometry (ωB97M-V with the def2-TZVPD basis set).

- total charge = 0
- energy relative to the best compared isomer or geometry (same formula, charge and spin) (eV) = 7.861
- Kohn-Sham gap (eV) = 9.5518

Element x y z (Å)
C: -0.42 0.32 -0.92
C: 0.72 -0.41 -1.60
C: 1.21 -0.53 -0.28
C: 0.81 0.81 0.19
C: 0.09 0.82 1.61
C: 0.35 -0.74 1.84
C: -1.15 -0.73 -0.25
H: -2.16 1.26 -0.40
H: -1.34 2.35 -1.38
H: 0.50 -1.26 -2.14
H: 1.31 0.24 -2.20
H: 2.19 -1.04 0.22
H: 1.06 2.04 0.01
H: -0.70 1.32 1.67
H: 0.43 1.75 2.45
H: 1.70 -0.64 2.12
H: -0.10 -1.24 2.93
H: -1.71 -1.31 -0.94
H: -1.88 -0.45 0.54
N: -1.48 1.26 -1.35
N: 0.20 -1.30 0.43

Mulliken population analysis, charges in e, atoms 1 to 2: 0.222 -0.766

=====

Entry from the OMol25 dataset: a 2-piece molecular cluster, C4H11O overall at a distorted geometry (ωB97M-V with the def2-TZVPD basis set).

- total charge = 0
- spin multiplicity = 2
- energy relative to the best compared isomer or geometry (same formula, charge and spin) (eV) = 0.268
- Kohn-Sham gap (spin up / spin down) (eV) = 11.8536 / 8.6769

Element x y z (Å)
C: -2.15 1.30 0.10
O: -1.04 1.84 -0.41
H: -2.18 1.24 1.20
H: -2.29 0.23 -0.15
H: -3.13 1.70 -0.21
C: 2.03 -0.34 -0.47
C: 1.32 -1.51 0.22
C: -0.14 -1.08 0.48
H: 1.78 -0.31 -1.53
H: 1.74 0.59 0.00
H: 3.12 -0.46 -0.40
H: 1.25 -2.35 -0.47
H: 1.81 -1.80 1.14
H: -0.66 -1.91 0.97
H: -0.64 -0.98 -0.48
H: -0.12 -0.28 1.20

Mulliken population analysis, charges in e, atoms 1 to 2: -0.570 -0.275

=====

Entry from the OMol25 dataset: C4H6BaO7 as an isolated structure at a distorted geometry (ωB97M-V with the def2-TZVPD basis set).

- total charge = 0
- energy relative to the best compared isomer or geometry (same formula, charge and spin) (eV) = 2.410
- Kohn-Sham gap (eV) = 1.8170

Element x y z (Å)
O: 0.52 -3.37 0.94
C: 0.24 -2.27 1.50
O: 0.22 -2.20 2.77
O: 0.09 -1.21 0.75
O: -0.74 1.09 -0.68
C: -0.41 1.71 -1.88
O: 0.17 2.81 -1.82
O: -1.61 1.67 -2.57
C: 0.24 1.14 0.33
C: -0.04 0.08 1.37
Ba: 0.66 -5.17 3.32
H: -1.54 2.30 -3.29
H: 0.22 2.13 0.80
H: 1.26 0.99 -0.05
H: -1.06 0.17 1.75
H: 0.68 0.17 2.19
O: 0.75 0.39 -2.82
H: 0.35 -0.45 -2.59

Mulliken population analysis, charges in e, atoms 1 to 2: -0.791 0.858